The following is a DFT calculation (ωB97M-V/def2-TZVPD) of a structure of composition C23H42N2O3P2V at a distorted geometry.

Element x y z (Å)
P: 2.14 2.14 -4.29
P: 3.86 -0.76 -3.89
C: 3.69 1.70 -5.26
C: 3.98 0.21 -5.43
H: 4.55 2.22 -4.80
H: 3.48 2.15 -6.24
H: 3.31 -0.24 -6.19
H: 5.03 0.06 -5.71
C: 5.47 -0.32 -3.24
H: 5.66 -0.84 -2.31
H: 5.59 0.75 -3.07
H: 6.14 -0.65 -4.03
C: 4.13 -2.38 -4.64
H: 5.16 -2.30 -5.03
H: 3.41 -2.55 -5.46
H: 4.04 -3.16 -3.87
C: 2.37 3.91 -4.61
H: 1.50 4.47 -4.24
H: 2.45 3.97 -5.70
H: 3.29 4.26 -4.14
C: 1.08 1.73 -5.69
H: 1.12 0.69 -6.01
H: 1.47 2.36 -6.49
H: 0.05 1.99 -5.47
V: 0.44 0.36 -0.77
C: 2.15 -1.75 -1.63
C: 2.59 -0.62 -0.94
C: 2.88 0.76 -1.53
C: 2.01 2.02 -1.46
C: 0.84 2.11 -2.54
C: 0.09 0.90 -2.86
C: 0.80 -0.33 -3.39
C: 1.05 -1.70 -2.67
C: -0.62 1.54 0.50
H: 2.30 -2.75 -1.18
H: 3.13 -0.80 0.01
H: 3.20 0.67 -2.61
H: 3.84 1.10 -1.11
H: 1.63 2.24 -0.42
H: 2.78 2.81 -1.70
H: 0.27 3.09 -2.52
H: -0.98 1.02 -3.19
H: 1.82 -0.01 -3.78
H: 0.33 -0.65 -4.34
H: 0.09 -2.10 -2.25
H: 1.32 -2.36 -3.55
H: -1.60 1.05 0.62
H: -0.82 2.52 0.04
H: -0.27 1.72 1.54
C: -2.99 -2.13 4.40
C: -2.15 -1.47 3.30
C: -1.16 -2.37 2.55
C: -0.27 -3.22 3.54
C: 0.43 -2.40 4.59
C: -1.96 -3.39 1.73
O: -2.43 -4.45 2.14
N: -2.25 -2.98 0.45
C: -1.67 -1.98 -0.32
O: -2.05 -1.77 -1.50
N: -0.64 -1.28 0.25
C: -0.27 -1.51 1.55
O: 0.75 -0.96 1.99
H: -3.33 -3.13 4.11
H: -3.89 -1.51 4.57
H: -2.45 -2.20 5.35
H: -2.83 -1.03 2.55
H: -1.57 -0.64 3.73
H: -0.92 -3.98 4.01
H: 0.46 -3.78 2.93
H: -0.24 -2.10 5.39
H: 1.22 -3.01 5.03
H: 0.88 -1.53 4.12
H: -2.92 -3.55 -0.07

Electronic energy: -77899.7628 eV
<S²>: 1.178
HOMO (alpha / beta): -0.524 / -0.524 Ha
LUMO (alpha / beta): -0.3329 / -0.2892 Ha
Net charge: +2
Kohn-Sham gap (alpha / beta): 5.208 / 6.400 eV
Multiplicity: 2
Max |F|: 3.268 eV/A